(1)
This record from the Open Molecules 2025 dataset describes a structure of composition C27H30F5N2O2PtSi2Te at a distorted geometry. The level of theory is wB97M-V/def2-TZVPD.

Last column: Löwdin spin population.
Element x y z (Å)
H1 -4.4740 -3.3776 1.5364  0.0001
H2 1.4103 -3.4792 2.5567  0.0000
C1 0.9033 2.3001 -1.9744  0.0005
H3 1.5789 0.1667 5.1426  0.0001
H4 4.2273 -3.3984 -1.0351  0.0000
H5 -2.9285 -1.2634 -6.1354  0.0000
H6 -0.7061 -3.0666 3.6298  0.0005
H7 3.0854 -2.8280 2.6221  0.0014
C2 -4.3054 -0.8871 0.3699  0.0025
H8 1.8628 -4.0467 -1.6027  0.0000
C3 -3.3170 -1.6003 1.2125  0.0013
C4 2.7867 -0.3415 -1.1675  -0.0001
Si1 0.0966 0.6747 -1.5740  0.0022
C5 -1.2013 -1.4913 2.2991  0.0215
H9 0.1607 -2.3558 -1.8011  0.0000
C6 1.6196 -0.8643 4.7921  0.0033
O1 -1.4736 2.8231 1.3595  0.6503
H10 0.8060 -1.3631 5.3033  0.0000
Pt1 -1.6487 0.9554 1.4618  0.7237
H11 2.2417 0.4556 1.0578  -0.0002
Si2 1.4738 -0.9047 2.9165  0.0264
H12 2.7421 3.8896 -4.2999  0.0000
H13 4.7836 -0.9822 -0.8114  0.0000
C7 -1.4779 -2.7374 2.9541  0.0042
O2 -0.9465 0.8652 -0.3884  0.0149
C8 2.3619 0.5098 2.1213  -0.0006
C9 3.7794 -1.3077 -1.0547  0.0000
H14 -5.2425 -0.7377 0.9264  0.0000
F1 -0.2468 2.3381 3.7170  0.0251
C10 1.4812 4.4985 -1.2762  0.0005
C11 0.7999 3.3089 -1.0316  0.0064
H15 -0.3853 -1.4032 -6.1467  0.0000
H16 2.5678 -1.2886 5.1352  0.0006
C12 2.0568 -2.6227 2.3047  0.0086
F2 -2.3292 3.7436 5.3329  0.1026
H17 0.1863 3.1403 -0.1569  0.0048
C13 1.5949 2.5073 -3.1516  0.0001
N1 -0.2145 -0.6207 2.4330  0.2449
C14 -2.6146 -3.4161 2.6386  0.0024
H18 -2.8412 -4.3856 3.0549  0.0003
C15 -0.9469 -0.9568 -5.3031  0.0000
Te1 -1.7348 3.6401 3.4288  0.0614
F3 -0.2455 4.8674 3.4531  0.0067
C16 3.4766 -2.6591 -1.1922  -0.0001
C17 1.4645 -0.6612 -1.4370  -0.0001
H19 0.8455 -0.5508 -4.2751  0.0000
F4 -2.5645 0.9945 3.2574  0.0356
H20 -4.5767 -1.3995 -0.5420  0.0001
F5 -2.7968 5.1809 2.9455  0.0372
H21 1.9541 1.4240 2.4704  -0.0001
H22 2.0810 -2.6050 1.2480  0.0000
H23 1.4280 5.2753 -0.5232  0.0001
C18 2.1478 -3.0115 -1.4659  0.0000
H24 3.0726 0.6855 -1.0678  0.0000
C19 -3.5132 -2.8748 1.7238  -0.0001
C20 1.1613 -2.0413 -1.5866  -0.0001
H25 1.6128 1.7103 -3.9133  0.0001
N2 -2.1690 -0.9824 1.4684  0.0069
C21 -2.3607 -0.8715 -5.2704  0.0000
C22 -2.9857 -0.4667 -4.1162  0.0000
C23 -0.2374 -0.4928 -4.2285  0.0001
H26 3.4328 0.4379 2.3479  -0.0001
H27 -2.7253 0.3238 -2.1238  -0.0001
H28 2.6814 5.6377 -2.6642  0.0000
C24 2.1737 4.7199 -2.4399  0.0002
H29 -3.9588 0.0967 0.0825  0.0035
C25 -2.2532 -0.0346 -3.0241  -0.0001
H30 -4.0530 -0.5137 -4.0366  0.0000
C26 -0.8759 0.0141 -3.1103  0.0005
C27 2.2113 3.7065 -3.3761  -0.0001

Forces on atoms 1 to 2 (eV/Å):
0.6 0.2 0.0
0.2 0.4 0.3

Output
- Orbital gap (spin up / spin down): 7.8451 / 5.5239 eV
- M: 888.39 Da
- Electronic energy: -75448.0671 eV
- Net charge: -1
- E_HOMO (spin up / spin down): -5.317 / -5.191 eV
- Spin multiplicity: 3


(2)
This record from the Open Molecules 2025 dataset describes a structure of composition C25H43BF4N6O2PRbS4. The level of theory is wB97M-V/def2-TZVPD.

Last column: Löwdin charge in e.
Element x y z (Å)
F1 -0.4006 3.2640 -2.3987  0.1144
H1 6.2141 -2.5977 3.6374  0.1021
C1 -6.3480 1.0927 -2.9918  -0.0677
H2 -5.9078 2.8721 -0.9794  0.0799
H3 5.2161 0.9703 -2.7217  0.1042
H4 2.3016 -1.7124 -1.3168  0.1106
C2 0.4451 -1.8839 -3.7401  -0.1001
C3 4.7235 0.3134 -0.6915  -0.2100
C4 2.6026 -0.6662 -1.3492  -0.1609
F2 -0.5501 1.1144 -1.5787  0.0177
H5 1.5256 3.9639 0.9258  0.1113
H6 4.0390 -1.1948 -2.8815  0.1088
H7 4.4509 -2.6465 3.8023  0.1151
H8 -7.3766 0.8368 -0.4428  0.0858
H9 0.6403 -0.9881 -4.3172  0.1019
B1 0.3134 2.1035 -2.1164  -1.2532
H10 -1.3123 -1.0405 -2.8512  0.1043
H11 2.8099 -0.0252 -3.4126  0.0957
P1 2.8724 -0.1935 1.2926  0.5029
H12 5.0947 -0.8666 5.3803  0.1043
C5 1.3020 3.0261 2.8538  -0.1586
S1 -5.8658 1.1273 3.1949  0.8736
H13 -2.6320 -2.2146 -1.2687  0.0204
C6 1.0606 1.6373 2.2784  -0.2086
O1 1.7906 -1.1770 1.5366  -0.3526
H14 2.7109 4.5499 2.1073  0.1019
S2 -6.1936 -1.7287 2.9420  0.8734
C7 3.4401 -0.3286 -2.5819  -0.1657
H15 4.6227 -2.2631 1.4406  0.1133
H16 -0.2427 -4.9816 -1.5512  0.1012
C8 -4.6140 -1.0925 2.4427  -1.2374
H17 4.2670 1.1446 3.7531  0.1021
H18 3.1858 -0.2200 4.0597  0.1189
C9 1.0594 -4.0724 -2.9973  -0.1244
N1 4.2580 -0.3242 2.2217  -0.1866
H19 5.5485 -0.4107 -0.7489  0.1046
C10 -5.0796 2.1734 -1.1255  -0.0447
H20 6.0634 -1.2571 1.6296  0.1043
H21 0.3689 3.5540 3.0448  0.1147
H22 2.1863 -2.9438 -4.4440  0.0867
H23 5.0364 1.1127 -0.0197  0.0961
C11 -4.4611 0.2493 2.5566  -1.2290
H24 1.8619 2.9506 3.7913  0.1070
C12 5.2973 -2.0198 3.5126  -0.1785
H25 -4.3643 2.6275 -1.8182  0.0861
N2 -2.0833 -3.0645 -1.3644  0.1059
H26 -5.6869 1.5545 -3.7318  0.0743
C13 1.3137 -2.9703 -3.8031  -0.1389
C14 -6.9448 -0.2304 3.4621  -1.0910
C15 3.0884 2.5423 1.3136  -0.1996
C16 -5.6040 0.8457 -1.6820  -0.6350
S3 -3.1070 1.2890 2.1865  0.2887
H27 -7.1931 1.7647 -2.8299  0.0751
H28 3.7615 1.7173 -2.0179  0.1068
H29 1.7083 -0.0424 -1.3235  0.0927
N3 -4.5242 -0.1040 -2.0193  -0.0722
H30 -6.9101 -0.7630 -1.0647  0.0862
C17 2.1582 3.6736 1.7652  -0.1601
Rb1 -0.9597 -0.6286 0.6778  0.6457
F3 1.3314 2.3729 -1.1666  0.0945
C18 5.2760 -0.7210 4.3152  -0.1823
H31 3.2804 2.6045 0.2418  0.0927
C19 -0.6616 -1.9047 -2.9136  -0.0323
H32 -4.0741 -1.0533 -0.3060  0.0068
H33 4.0490 2.5675 1.8477  0.1021
C20 4.1565 0.0648 3.6379  -0.2028
H34 -6.0119 -0.0174 0.2680  0.0506
C21 5.1008 -1.5226 2.0825  -0.2063
H35 -3.9584 0.3019 -2.7575  0.1010
C22 -0.0511 -4.1107 -2.1685  -0.0515
H36 -6.7169 0.1499 -3.3999  0.0739
C23 -6.5321 0.1824 -0.6700  -0.0370
F4 0.9125 1.5955 -3.2898  0.0927
C24 -0.9454 -3.0317 -2.1248  -0.3386
H37 1.7339 -4.9218 -3.0135  0.0895
H38 0.7916 0.8905 3.0241  0.1142
H39 -4.5893 2.0492 -0.1568  0.0312
H40 -3.3844 0.4148 -0.4113  -0.0033
H41 6.2275 -0.1942 4.1984  0.1075
N4 3.5034 -0.3440 -0.2158  -0.1714
H42 0.2570 1.7003 1.5398  0.0744
S4 -3.5055 -2.3256 1.8867  0.2784
N5 2.3502 1.3236 1.6515  -0.1807
O2 -8.0653 -0.1442 3.9340  -0.1442
H43 -2.1746 -3.7255 -0.6129  0.0755
N6 -3.6222 -0.4154 -0.9614  -0.0337
C25 4.3453 0.7963 -2.0866  -0.1650

Forces on atoms 1 to 2 (eV/Å):
0.0 0.0 0.0
0.0 0.0 0.0

Output
- Orbital gap: 4.4651 eV
- M: 791.17 Da
- Electronic energy: -104504.1474 eV
- ΔE to the lowest compared entry with this formula, charge and spin: 3.85 kcal per mole
- Net charge: -2
- E_HOMO: -0.819 eV